The following is a quantum chemistry calculation of the molecule C2H4NP in a non-equilibrium geometry, from the OMol25 dataset.

The value obtained for the HOMO energy is -9.71 eV.

Each line ends with the Mulliken charge.
CARTESIAN COORDINATES (ANGSTROEM)
1 C -2.4582 0.6833 0.1714  0.237
2 C 0.4211 0.4498 -0.4949  -0.883
3 N -3.6283 0.8406 -0.0132  -0.378
4 P -0.8876 -0.3525 0.0255  0.264
5 H 0.9500 -0.1576 -1.1357  0.326
6 H 1.0611 0.1161 0.3267  0.240
7 H -0.6938 -0.5203 1.4545  0.067
8 H -1.7183 -1.4507 0.1555  0.125

Cartesian forces, eV/Å:
C -3.8 -0.5 -1.6
C 2.0 0.4 0.2
N 4.6 -0.2 1.0
P -3.6 0.8 5.1
H 1.0 -0.6 -3.2
H 0.1 0.8 0.8
H -0.2 0.4 -0.7
H 0.0 -1.2 -1.5

***

The following is a quantum chemistry calculation of the molecule C2H4NPS in a non-equilibrium geometry, from the OMol25 dataset.

The value obtained for the HOMO energy is -8.57 eV.

Each line ends with the Mulliken charge.
CARTESIAN COORDINATES (ANGSTROEM)
1 C -0.6767 1.3973 0.0413  0.042
2 C -0.1363 -1.0955 -0.3134  -0.482
3 N 0.7192 1.4333 0.1083  -0.442
4 P 1.4155 -0.1145 -0.2188  0.039
5 S -1.6192 -0.1009 -0.1156  -0.070
6 H -1.3434 2.3212 0.2045  0.283
7 H 0.0649 -1.5166 -1.3242  0.292
8 H -0.1754 -1.9352 0.5475  0.316
9 H 1.7514 -0.3890 1.0705  0.023

Cartesian forces, eV/Å:
C 4.2 1.0 0.9
C 0.3 -2.9 1.2
N -6.5 0.1 -0.6
P 0.0 1.0 -0.5
S 1.1 0.8 -0.4
H 1.5 -1.3 -0.3
H -1.3 -0.3 0.7
H 0.3 1.7 -2.3
H 0.4 -0.2 1.3

***

The following is a quantum chemistry calculation of the molecule C2H4NPS in a non-equilibrium geometry, from the OMol25 dataset.

The value obtained for the HOMO energy is -8.78 eV.

Each line ends with the Mulliken charge.
CARTESIAN COORDINATES (ANGSTROEM)
1 C 0.3521 0.7527 0.0032  -0.389
2 C 0.4079 -0.7369 -0.0133  -0.388
3 N 1.5968 1.4140 -0.0724  -0.376
4 P 2.9743 0.6612 0.0007  0.236
5 S 2.1425 -1.2704 0.0148  -0.228
6 H -0.1008 1.2338 -0.8081  0.264
7 H -0.1715 1.1146 0.9239  0.222
8 H 0.0713 -1.0778 0.9343  0.307
9 H 0.1428 -1.2768 -0.8687  0.353

Cartesian forces, eV/Å:
C -0.4 1.4 1.0
C 1.9 -0.2 0.9
N 2.8 0.7 0.8
P -1.5 0.2 -0.3
S 1.4 -0.6 0.3
H -1.8 0.0 -1.4
H 0.3 -0.3 -0.7
H -1.0 -0.8 0.3
H -1.6 -0.4 -1.0

***

The following is a quantum chemistry calculation of the molecule C2H4O2, from the OMol25 dataset.

The value obtained for the HOMO energy is -10.86 eV.

Each line ends with the Mulliken charge.
CARTESIAN COORDINATES (ANGSTROEM)
1 C 0.0636 0.9441 -0.4116  -0.564
2 O -0.6894 -0.2694 -0.3093  -0.283
3 C -0.1565 -1.2094 0.4764  0.211
4 O 0.8879 -1.1245 1.0672  -0.490
5 H 1.1332 0.7309 -0.4490  0.296
6 H -0.1465 1.5803 0.4526  0.254
7 H -0.2704 1.4326 -1.3268  0.230
8 H -0.8219 -2.0846 0.5003  0.346

Cartesian forces, eV/Å:
C 0.1 0.2 0.0
O 0.0 -0.1 0.1
C 0.3 -0.1 0.2
O -0.4 0.0 -0.2
H -0.1 0.0 0.0
H 0.1 -0.1 -0.1
H 0.0 -0.1 0.1
H 0.1 0.1 0.0

***

The following is a quantum chemistry calculation of the molecule C2H4O2 in a non-equilibrium geometry, from the OMol25 dataset.

The value obtained for the HOMO energy is -11.00 eV.

Each line ends with the Mulliken charge.
CARTESIAN COORDINATES (ANGSTROEM)
1 C 0.9266 -0.1530 0.3820  -0.521
2 C -1.2070 0.1892 -0.6158  0.239
3 H 1.0104 -1.1853 1.0444  0.217
4 H 2.0768 0.0253 0.1931  0.234
5 H 0.5723 0.8219 0.9657  0.254
6 H -1.6355 0.0882 -1.6169  0.326
7 O 0.0800 -0.2377 -0.7688  -0.264
8 O -1.8235 0.4514 0.4163  -0.483

Cartesian forces, eV/Å:
C 1.7 0.4 2.9
C -0.9 -0.8 1.8
H -1.0 2.7 -1.6
H -2.5 -0.2 -0.7
H 0.8 -2.6 -0.6
H -0.3 0.4 0.0
O 0.2 0.4 0.7
O 2.0 -0.3 -2.5

***

The following is a quantum chemistry calculation of a cluster of 2 separate species, C2H4O2P in total in a non-equilibrium geometry, from the OMol25 dataset.

As for the total charge: -1. The value obtained for the HOMO energy is -3.40 eV.

Each line ends with the Mulliken charge.
CARTESIAN COORDINATES (ANGSTROEM)
1 C -0.3114 -1.3474 -0.4681  -0.107
2 C 0.8400 1.0533 0.1757  -0.788
3 O -1.5723 1.1621 1.0849  -0.552
4 O 0.4119 -2.1561 -0.9652  -0.500
5 P -0.7811 1.2653 -0.1464  -0.182
6 H -0.2702 -1.1133 0.6840  0.234
7 H -1.0162 -0.7790 -1.0260  0.220
8 H 1.1179 0.7989 1.2476  0.307
9 H 1.5813 1.1162 -0.5866  0.369

Cartesian forces, eV/Å:
C 0.7 -0.1 3.3
C 0.1 -0.3 1.7
O -1.9 -0.5 2.3
O 0.8 -1.1 -0.8
P 1.3 1.9 -2.3
H -0.4 -0.6 -1.7
H -1.1 0.4 -0.7
H 0.0 0.3 -1.4
H 0.6 0.0 -0.4

***

The following is a quantum chemistry calculation of the ion C2H4O2P with charge -1 in a non-equilibrium geometry, from the OMol25 dataset.

As for the total charge: -1. The value obtained for the HOMO energy is -2.74 eV.

Each line ends with the Mulliken charge.
CARTESIAN COORDINATES (ANGSTROEM)
1 C 0.1200 -0.8206 0.6520  -0.198
2 C -0.5258 -0.0831 -0.6433  -0.714
3 O 0.8663 2.1937 -0.5975  -0.541
4 O 0.5721 0.3641 1.3397  -0.439
5 P -0.2125 1.6460 0.2536  -0.044
6 H -0.6957 -1.3534 1.2523  0.190
7 H 0.9091 -1.5119 0.2321  0.185
8 H 0.3175 0.1561 -1.3270  0.152
9 H -1.3510 -0.5911 -1.1620  0.409

Cartesian forces, eV/Å:
C -1.4 1.4 -1.7
C 1.4 -0.2 1.3
O 1.3 1.1 -0.9
O -0.4 -0.5 -0.8
P -1.1 -2.2 1.4
H 1.2 0.3 -0.7
H -0.4 0.4 1.2
H -0.5 -0.8 0.0
H 0.0 0.4 0.2

***

The following is a quantum chemistry calculation of a cluster of 2 separate species, C2H4O2S in total in a non-equilibrium geometry, from the OMol25 dataset.

The value obtained for the HOMO energy (alpha / beta) is -8.17 / -8.23 eV.

Each line ends with the Mulliken charge.
CARTESIAN COORDINATES (ANGSTROEM)
1 C -0.0110 -0.0883 0.3650  0.021
2 C 0.0790 1.3245 0.6085  -0.804
3 O -1.6164 -2.5749 -1.6888  -0.316
4 O 0.8721 -0.6000 -0.4340  -0.200
5 S -1.1377 -2.9332 -0.3374  0.278
6 H 0.2294 1.4600 1.6941  0.269
7 H -0.9523 1.5990 0.5672  0.271
8 H 0.9835 1.7212 -0.0010  0.278
9 H 1.5534 0.0916 -0.7735  0.204

Cartesian forces, eV/Å:
C -0.3 -2.0 0.2
C 2.2 -0.2 0.3
O 0.0 0.1 -0.2
O 0.9 1.4 -0.3
S 0.0 -0.1 0.2
H 0.4 -0.1 -0.3
H -0.6 1.3 -1.0
H -1.7 0.6 0.7
H -0.9 -0.9 0.4

***

The following is a quantum chemistry calculation of the molecule C2H4O2S2 in a non-equilibrium geometry, from the OMol25 dataset.

The value obtained for the HOMO energy is -9.24 eV.

Each line ends with the Mulliken charge.
CARTESIAN COORDINATES (ANGSTROEM)
1 C -0.3351 0.1477 0.0357  0.604
2 C -1.3883 -0.3034 1.1135  -0.937
3 O -0.4741 0.0949 -1.1562  -0.569
4 O 2.0428 0.9920 -0.6673  -0.317
5 S 2.5415 -0.1882 -1.7426  -0.037
6 S 1.2782 0.6220 0.8104  0.085
7 H -2.1833 0.2898 0.7845  0.300
8 H -1.6808 -1.3796 0.7929  0.262
9 H -1.0118 -0.0531 2.0808  0.397
10 H 1.2108 -0.2220 -2.0518  0.213

Cartesian forces, eV/Å:
C 0.5 -0.9 1.5
C 1.5 -1.5 -3.4
O -0.2 0.3 0.7
O 0.4 1.0 1.8
S -1.3 0.0 0.3
S -0.5 -0.3 -2.3
H -1.7 1.0 0.2
H 0.7 1.6 1.3
H -0.2 -0.4 0.8
H 0.8 -0.8 -0.8

***

The following is a quantum chemistry calculation of the molecule C2H4O2S2 in a non-equilibrium geometry, from the OMol25 dataset.

The value obtained for the HOMO energy (alpha / beta) is -9.34 / -9.34 eV.

Each line ends with the Mulliken charge.
CARTESIAN COORDINATES (ANGSTROEM)
1 C -0.3551 -0.1665 -0.0544  0.114
2 C -1.7601 -0.4607 -0.2757  -0.910
3 O 2.2799 0.6628 -0.8845  -0.503
4 O 2.7854 1.2901 1.3679  -0.432
5 S 0.6011 -0.8735 1.0863  -0.211
6 S 2.7375 0.2343 0.4067  0.632
7 H 0.1379 0.6095 -0.5631  0.417
8 H -2.0714 0.1315 -1.2001  0.284
9 H -2.2781 0.0530 0.5472  0.292
10 H -2.0770 -1.4805 -0.4302  0.317

Cartesian forces, eV/Å:
C 1.5 -1.9 2.3
C -1.3 2.2 -1.8
O -0.3 0.0 -1.0
O 0.2 0.5 0.9
S -1.7 -0.3 -0.6
S 1.0 0.1 -0.2
H 0.5 1.1 -1.1
H 0.2 -0.9 1.0
H -0.3 -0.5 0.0
H 0.2 -0.3 0.5

***

The following is a quantum chemistry calculation of the molecule C2H4O2S2 in a non-equilibrium geometry, from the OMol25 dataset.

The value obtained for the HOMO energy is -8.81 eV.

Each line ends with the Mulliken charge.
CARTESIAN COORDINATES (ANGSTROEM)
1 C -0.0600 -0.3911 -0.8142  0.715
2 C -0.2678 0.8084 0.0733  -0.712
3 O -0.3224 -1.5159 -0.4995  -0.525
4 O 0.3261 -0.0053 -2.0237  -0.448
5 S 0.4190 -0.3972 2.7574  -0.202
6 S 1.0501 0.9473 1.2979  -0.039
7 H -1.1861 0.9823 0.6837  0.334
8 H -0.3292 1.6094 -0.6440  0.318
9 H 0.1784 -0.5938 -2.7835  0.363
10 H 0.1918 -1.4441 1.9526  0.195

Cartesian forces, eV/Å:
C -1.8 -0.6 0.7
C -0.6 0.9 0.5
O 0.2 -0.6 0.0
O 0.4 1.0 -1.1
S -0.2 0.4 -0.2
S 0.6 0.0 0.0
H 0.3 -1.3 -0.8
H 0.7 1.0 0.2
H 0.1 -0.5 0.9
H 0.2 -0.1 -0.1

***

The following is a quantum chemistry calculation of the molecule C2H4O2S2 in a non-equilibrium geometry, from the OMol25 dataset.

As for the spin multiplicity: 3. The value obtained for the HOMO energy (alpha / beta) is -6.92 / -8.57 eV. Its expectation value of S² is 2.01.

Each line ends with the Mulliken charge.
CARTESIAN COORDINATES (ANGSTROEM)
1 C -0.7554 0.2959 0.6885  -0.743
2 C -0.0217 -0.2421 -0.2270  0.786
3 O -0.1354 -0.4196 -1.5015  -0.283
4 O 1.3911 -0.9771 0.3469  -0.347
5 S -0.1750 0.8034 -2.6779  -0.022
6 S 1.4562 -1.1697 1.8936  -0.129
7 H -0.3377 0.2458 1.6681  0.108
8 H -1.7215 0.7186 0.5634  0.275
9 H -1.5618 0.6660 -2.9132  0.221
10 H 1.8612 0.0789 2.1590  0.134

Cartesian forces, eV/Å:
C -0.2 0.6 0.7
C 2.8 -2.2 1.2
O -0.2 -3.4 2.3
O -2.8 1.4 -3.9
S -1.1 3.7 -3.6
S 0.5 -0.2 1.9
H -0.1 0.1 0.7
H -0.5 0.3 -0.4
H 1.4 -0.3 0.4
H 0.2 0.2 0.6

***

Number 2 is which compound? C2H4NPS